No. 1
{"formula": "C5H33N3O11", "method": "the ωB97M-V functional and the def2-TZVPD basis", "symbols": ["C", "C", "C", "C", "N", "C", "N", "N", "H", "H", "H", "H", "H", "H", "H", "H", "H", "H", "H", "H", "H", "O", "H", "H", "O", "H", "H", "O", "H", "H", "O", "H", "H", "O", "H", "H", "O", "H", "H", "O", "H", "H", "O", "H", "H", "O", "H", "H", "O", "H", "H", "O"], "positions_angstrom": [[-0.52, -2.29, -1.51], [-1.04, -1.40, -0.40], [0.05, -0.69, 0.27], [0.95, -1.03, 1.26], [1.80, 0.10, 1.45], [1.50, 1.10, 0.54], [0.46, 0.64, -0.23], [-0.65, -1.68, -2.94], [0.64, -2.49, -1.43], [-1.04, -3.34, -1.57], [-1.71, -0.62, -1.00], [-1.65, -1.84, 0.40], [0.81, -1.87, 1.85], [2.39, 0.15, 2.26], [1.68, 2.23, 0.62], [0.28, 1.06, -1.11], [-1.61, -1.21, -3.09], [-0.12, -0.72, -3.04], [-0.40, -2.23, -3.80], [-1.99, 4.08, -0.31], [-1.34, 3.13, 0.66], [-1.16, 3.57, -0.19], [1.89, -2.89, -4.44], [1.84, -4.07, -3.31], [1.37, -3.22, -3.71], [3.33, 1.00, -1.97], [2.01, 1.22, -2.86], [2.98, 0.85, -2.79], [1.03, 3.88, 1.96], [-0.03, 2.92, 2.47], [0.84, 2.95, 2.04], [-3.62, 1.55, -0.29], [-2.06, 1.25, 0.10], [-2.88, 0.96, -0.33], [-2.43, 0.81, -2.21], [-2.83, 0.54, -3.78], [-2.21, 0.52, -3.10], [0.42, 2.12, -3.58], [-0.72, 1.15, -3.26], [0.33, 1.21, -3.18], [0.54, 0.98, 4.60], [-0.89, 0.66, 5.35], [-0.49, 1.01, 4.58], [1.34, -4.14, 2.82], [1.03, -5.25, 1.87], [0.89, -4.23, 2.06], [3.12, -0.88, 4.69], [1.82, -0.35, 5.00], [2.40, -0.45, 4.21], [-1.59, 1.33, 3.21], [-2.75, 2.27, 2.78], [-2.00, 1.62, 2.38]], "mulliken_charge": [-0.73, 0.31, -0.12, -0.91, 0.15, -0.46, 0.73, -0.17, 0.31, 0.38, -0.24, 0.60, 0.51, 0.26, 0.48, 0.14, 0.46, 0.16, 0.43, 0.30, 0.29, -0.59, 0.31, 0.32, -0.63, 0.28, 0.37, -0.60, 0.32, 0.26, -0.59, 0.27, 0.29, -0.66, 0.32, 0.26, -0.68, 0.36, 0.27, -0.81, 0.29, 0.28, -0.61, 0.26, 0.33, -0.59, 0.31, 0.27, -0.59, 0.28, 0.33, -0.54], "total_charge": 2, "homo_energy_ev": -15.48}

---

No. 2
{"formula": "C24H50AlBe2Br2F5N4O14P", "method": "the ωB97M-V functional and the def2-TZVPD basis", "symbols": ["C", "C", "O", "N", "C", "C", "C", "C", "N", "C", "C", "N", "C", "N", "C", "C", "C", "C", "C", "O", "C", "C", "O", "H", "H", "H", "H", "H", "H", "H", "H", "H", "H", "H", "H", "H", "H", "H", "H", "H", "H", "H", "H", "H", "H", "H", "H", "H", "H", "H", "H", "H", "H", "H", "Br", "O", "H", "H", "Be", "F", "F", "Al", "F", "F", "F", "Be", "C", "C", "O", "C", "O", "O", "C", "H", "H", "H", "H", "H", "H", "H", "H", "Br", "C", "O", "P", "O", "O", "C", "O", "C", "H", "H", "H", "H", "H", "H", "H", "H", "H", "C", "O", "O", "O"], "positions_angstrom": [[-3.17, -1.35, 5.72], [-2.77, -0.94, 4.33], [-3.62, -0.65, 3.53], [-1.41, -0.86, 3.96], [-0.79, -2.22, 3.95], [-0.06, -2.47, 2.62], [0.11, -3.96, 2.28], [-0.33, -4.38, 0.88], [0.61, -3.94, -0.18], [1.47, -4.96, -0.77], [1.54, -4.69, -2.32], [0.47, -3.67, -2.43], [0.07, -3.18, -1.21], [-0.69, -2.16, -1.02], [-1.20, -1.43, -2.18], [-1.44, 0.07, -1.89], [-1.61, 0.42, -0.40], [-3.08, 0.33, 0.10], [-3.74, -1.03, -0.12], [-3.21, -2.01, 0.79], [-3.70, -3.23, 0.53], [-3.85, -4.19, 1.71], [-4.00, -3.61, -0.56], [-2.61, -0.82, 6.50], [-3.13, -2.48, 5.83], [-4.22, -1.04, 5.85], [-1.43, -0.48, 3.02], [-1.52, -3.00, 4.23], [-0.04, -2.21, 4.76], [-0.61, -1.97, 1.80], [0.92, -1.97, 2.70], [1.30, -4.20, 2.40], [-0.37, -4.57, 3.06], [-1.35, -4.06, 0.62], [-0.35, -5.48, 0.86], [1.06, -5.98, -0.71], [2.51, -4.85, -0.46], [1.17, -5.50, -3.01], [2.42, -4.16, -2.69], [-0.37, -4.10, -2.81], [-0.92, -1.96, -0.05], [-2.14, -1.88, -2.55], [-0.51, -1.51, -3.02], [-0.67, 0.72, -2.33], [-2.37, 0.35, -2.37], [-1.35, 1.49, -0.30], [-0.91, -0.10, 0.28], [-3.12, 0.69, 1.13], [-3.64, 1.05, -0.52], [-3.63, -1.33, -1.16], [-4.81, -0.93, 0.11], [-4.85, -4.04, 2.13], [-3.10, -3.97, 2.47], [-3.68, -5.22, 1.39], [2.73, -4.88, 2.16], [-2.64, 0.17, -4.38], [-2.10, 0.66, -5.02], [-2.96, -0.61, -4.89], [-1.66, -1.55, -5.83], [4.47, -3.61, 0.78], [0.99, -0.38, 6.99], [2.10, 0.38, 5.91], [2.07, 2.08, 6.16], [1.63, 0.02, 4.28], [3.68, -0.22, 6.20], [1.80, -5.54, -4.68], [3.66, 6.00, -3.84], [2.19, 5.64, -3.74], [1.86, 4.56, -4.61], [2.17, 3.34, -4.16], [2.69, 3.10, -3.10], [1.83, 2.45, -5.09], [2.17, 1.10, -4.76], [3.94, 6.19, -4.88], [3.88, 6.89, -3.24], [4.29, 5.18, -3.48], [1.58, 6.49, -4.05], [1.91, 5.41, -2.71], [1.77, 0.82, -3.79], [3.24, 0.97, -4.78], [1.73, 0.45, -5.52], [-2.88, -4.37, 6.68], [-1.39, 5.85, 2.97], [-0.80, 6.40, 1.80], [0.03, 5.32, 0.80], [-0.93, 4.17, 0.82], [1.24, 5.20, 1.90], [1.89, 6.39, 2.36], [1.03, 4.73, -0.41], [1.42, 3.36, -0.23], [-1.54, 6.67, 3.67], [-2.35, 5.41, 2.73], [-0.74, 5.10, 3.44], [1.59, 6.58, 3.40], [1.63, 7.26, 1.76], [2.97, 6.24, 2.33], [0.62, 2.70, -0.59], [1.66, 3.13, 0.80], [2.31, 3.18, -0.84], [5.52, -0.23, -5.97], [6.44, -0.99, -6.27], [5.46, 0.98, -6.28], [4.49, -0.57, -5.32]], "mulliken_charge": [-0.45, 0.50, -0.56, 0.07, -1.06, 1.77, -0.64, -0.94, 0.66, -0.91, -0.64, -0.41, 0.46, 0.85, -0.81, -0.23, -0.09, -1.30, -0.80, 0.26, 0.53, -0.81, -0.59, 0.34, -0.33, 0.35, 0.27, 0.18, 0.13, -1.77, 0.80, -0.04, 0.77, 0.41, 0.42, 0.44, 0.35, 0.35, 0.55, 0.33, -1.02, 0.23, 0.43, 0.11, 0.48, -0.43, 0.61, 0.62, 0.48, 0.30, 0.52, 0.33, 0.07, 0.34, 0.08, -0.56, 0.32, 0.19, 0.01, -0.55, -0.41, 0.61, -0.42, -0.35, -0.42, -0.07, -1.22, 0.30, -0.42, 0.85, -0.57, -0.38, -0.36, 0.33, 0.39, 0.31, 0.33, -0.09, 0.18, 0.15, 0.25, -0.67, -0.63, -0.48, 1.03, -0.53, -0.28, -0.77, -0.36, -0.37, 0.24, 0.22, 0.37, 0.26, 0.35, 0.27, -0.03, 0.38, 0.32, 0.89, -0.43, -0.34, -0.38], "total_charge": -1, "homo_energy_ev": -4.94}

---

no.,HOMO-LUMO gap (Ha),E (eV),E_LUMO (eV)
1,0.3862,-32697.639,-4.97
2,0.0350,-230677.913,-3.98